225
Properties=species:S:1:pos:R:3:mulliken_charge:R:1 method="wB97M-V/def2-TZVPD" molar_mass_g_mol=1565.24 charge=0 fmax_ev_per_a=6.296 e_tot_ha=-5475.4667
Hg 0.018 -0.854 -3.560 4.584
C 3.199 0.552 -0.541 0.035
F 3.889 0.550 -1.690 -0.206
F 3.376 -0.570 0.093 -0.084
F 3.516 1.572 0.289 -0.074
S 1.342 0.955 -0.969 -0.053
O 0.804 1.729 0.133 0.298
O 1.475 1.740 -2.211 -0.797
N 0.618 -0.616 -1.469 -1.202
S 0.238 -1.245 -0.122 0.000
O 0.261 -2.675 -0.358 -0.584
O 0.811 -0.835 1.167 0.275
C -1.612 -0.801 -0.040 0.001
F -1.733 0.551 0.016 0.315
F -2.280 -1.165 -1.140 -0.178
F -2.102 -1.402 0.966 -0.208
B -1.423 1.064 -3.769 2.463
H -1.393 1.909 -3.099 -1.044
H -0.511 1.048 -4.346 -0.710
H -1.654 0.177 -3.201 -1.043
H -2.222 1.289 -4.458 -0.353
C 0.736 5.222 -1.691 -1.877
C -0.652 4.566 -1.960 2.610
C -1.712 5.460 -1.390 -1.228
O -3.010 4.768 -1.565 -0.279
C -4.053 5.108 -0.608 -0.253
N -0.822 4.562 -3.374 -0.649
H 1.233 4.837 -0.801 0.353
H 0.633 6.255 -1.359 0.331
H 1.342 5.092 -2.588 0.436
H -0.612 3.530 -1.621 -1.187
H -1.701 6.449 -1.848 0.471
H -1.528 5.621 -0.328 0.336
H -4.460 6.100 -0.804 0.448
H -3.621 5.163 0.392 0.117
H -4.918 4.451 -0.703 -0.267
H -0.173 3.903 -3.780 0.123
H -0.502 5.492 -3.603 0.363
C 9.651 1.032 -2.404 -1.533
C 8.182 0.794 -2.846 0.661
C 7.993 -0.687 -2.967 -0.964
O 6.597 -1.104 -3.002 0.009
C 6.387 -2.490 -2.755 -0.394
N 7.469 1.277 -1.651 -0.591
H 9.791 2.099 -2.229 0.387
H 10.475 0.848 -3.093 0.388
H 9.996 0.428 -1.565 0.377
H 7.808 1.240 -3.768 0.287
H 8.438 -1.198 -2.113 0.381
H 8.422 -1.065 -3.895 0.341
H 6.611 -2.761 -1.724 0.408
H 6.909 -3.178 -3.421 0.392
H 5.318 -2.585 -2.942 -0.307
H 7.665 2.195 -1.276 0.249
H 6.519 1.372 -1.982 0.057
C -4.418 0.720 2.816 -1.442
C -5.014 1.765 1.822 1.077
C -6.092 2.700 2.396 -1.238
O -6.413 3.804 1.425 -0.073
C -7.532 4.606 1.682 -0.962
N -3.935 2.333 1.090 1.581
H -3.870 1.327 3.536 -0.499
H -3.681 -0.001 2.465 0.435
H -5.146 0.121 3.364 0.511
H -5.540 1.112 1.126 -0.010
H -5.711 3.195 3.289 0.444
H -6.965 2.102 2.658 0.540
H -8.508 4.120 1.670 0.346
H -7.575 5.261 0.812 0.269
H -7.536 5.315 2.510 0.325
H -4.109 3.315 1.250 -0.273
H -3.117 1.973 1.560 -1.125
C -2.369 5.351 5.645 -1.356
C -2.370 3.890 5.344 0.588
C -1.360 3.549 4.227 0.383
O -1.906 3.680 2.895 -0.267
C -0.982 3.210 1.924 -0.945
N -1.916 3.324 6.676 -0.765
H -2.480 5.785 4.651 0.290
H -1.414 5.687 6.049 0.338
H -3.219 5.647 6.261 0.387
H -3.302 3.377 5.105 0.072
H -1.053 2.522 4.427 -0.722
H -0.441 4.123 4.346 0.441
H -0.872 2.129 2.018 -0.071
H -0.141 3.898 1.852 0.849
H -1.428 3.329 0.937 -0.022
H -0.971 3.666 6.770 0.350
H -1.792 2.381 6.335 0.114
C -2.808 -0.612 6.905 -1.605
C -2.807 -0.770 5.407 0.938
C -1.351 -0.873 4.777 0.171
O -0.577 0.166 5.268 -0.367
C 0.492 0.581 4.419 1.183
N -3.532 -1.971 4.974 -0.396
H -2.146 -1.364 7.334 0.439
H -3.805 -0.675 7.341 0.428
H -2.312 0.284 7.277 0.278
H -3.243 0.116 4.945 -0.710
H -1.556 -0.902 3.706 -0.183
H -0.843 -1.832 4.876 0.449
H 1.268 -0.147 4.185 -1.089
H 0.952 1.356 5.033 0.466
H 0.092 0.922 3.464 -0.375
H -3.246 -2.657 5.657 0.358
H -4.436 -1.817 5.397 0.337
C -4.757 -3.741 1.492 -1.479
C -5.860 -3.790 2.587 1.003
C -7.100 -4.521 2.116 -0.996
O -7.700 -4.021 0.923 -0.209
C -8.931 -4.625 0.635 -0.820
N -5.375 -4.305 3.867 -0.695
H -5.068 -3.332 0.531 0.406
H -4.568 -4.763 1.164 0.420
H -3.739 -3.394 1.670 0.266
H -6.083 -2.758 2.859 -0.018
H -7.849 -4.455 2.905 0.405
H -6.933 -5.588 1.967 0.356
H -8.931 -5.714 0.575 0.318
H -9.166 -4.222 -0.350 0.233
H -9.744 -4.380 1.318 0.324
H -5.247 -5.298 3.736 0.281
H -4.476 -3.936 4.141 0.233
C 5.385 3.956 1.607 -1.344
C 4.457 4.986 2.278 0.476
C 5.184 6.212 2.906 -0.740
O 5.683 7.094 1.945 -0.360
C 5.827 8.468 2.287 -0.789
N 3.664 5.374 1.122 -0.602
H 5.883 4.285 0.696 0.347
H 4.783 3.062 1.444 0.098
H 6.177 3.642 2.286 0.522
H 3.955 4.359 3.016 0.320
H 5.980 5.777 3.510 0.335
H 4.485 6.747 3.548 0.475
H 4.834 8.909 2.370 0.331
H 6.294 8.872 1.389 0.229
H 6.421 8.506 3.200 0.307
H 3.635 4.667 0.402 0.200
H 4.278 6.081 0.743 0.276
C 3.193 -3.023 2.875 -1.849
C 3.420 -1.993 3.981 1.293
C 4.273 -2.509 5.142 -1.042
O 3.663 -3.577 5.766 -0.292
C 4.112 -3.871 7.099 -0.841
N 3.954 -0.806 3.333 -0.488
H 2.709 -3.861 3.376 0.693
H 4.024 -3.585 2.449 0.336
H 2.394 -2.781 2.174 0.290
H 2.436 -1.737 4.373 -0.532
H 4.078 -1.723 5.871 0.445
H 5.339 -2.665 4.974 0.381
H 3.461 -4.567 7.628 0.278
H 4.372 -3.032 7.744 0.325
H 5.038 -4.447 7.074 0.326
H 4.956 -0.936 3.318 0.314
H 3.637 -0.846 2.375 0.202
C -2.801 -4.121 -5.116 -1.621
C -1.630 -3.115 -4.952 0.572
C -1.893 -2.006 -5.988 -0.947
O -0.687 -1.256 -5.855 -0.087
C -0.108 -0.970 -7.152 -1.097
N -1.651 -2.628 -3.582 -0.543
H -3.766 -3.651 -4.927 0.351
H -2.615 -4.924 -4.402 0.438
H -2.835 -4.529 -6.126 0.453
H -0.687 -3.655 -5.040 0.129
H -2.777 -1.390 -5.825 -0.151
H -2.104 -2.494 -6.940 0.738
H 0.841 -0.454 -7.007 0.182
H -0.708 -0.412 -7.871 0.284
H 0.119 -1.938 -7.599 0.490
H -2.636 -2.448 -3.446 0.103
H -1.540 -3.437 -2.987 0.240
C 4.280 -0.197 -5.030 -1.570
C 2.875 -0.859 -4.927 0.177
C 2.938 -2.036 -3.827 -0.808
O 1.703 -2.658 -3.623 -0.172
C 1.858 -3.824 -2.790 -0.812
N 2.028 0.187 -4.545 -0.836
H 4.500 0.233 -4.052 0.242
H 4.298 0.662 -5.701 0.421
H 5.150 -0.814 -5.255 0.360
H 2.480 -1.313 -5.836 0.483
H 3.417 -1.684 -2.913 -0.093
H 3.602 -2.729 -4.344 0.844
H 2.290 -3.517 -1.838 -0.046
H 2.506 -4.505 -3.341 0.478
H 0.806 -4.107 -2.750 0.305
H 2.439 0.777 -3.836 -0.090
H 1.933 0.861 -5.291 0.304
C 4.944 -7.030 -2.951 -1.136
C 4.527 -7.828 -1.762 0.577
C 3.033 -7.705 -1.393 -0.929
O 2.485 -6.338 -1.249 -0.199
C 2.980 -5.675 -0.045 -0.519
N 4.906 -9.175 -2.262 -0.800
H 6.004 -6.964 -3.198 0.447
H 4.771 -5.980 -2.715 -0.115
H 4.409 -7.357 -3.842 0.421
H 5.036 -7.681 -0.809 0.346
H 2.864 -8.312 -0.504 0.338
H 2.388 -8.122 -2.167 0.304
H 2.351 -4.786 0.008 -0.082
H 4.031 -5.441 -0.217 0.274
H 2.736 -6.304 0.812 0.474
H 4.731 -9.085 -3.253 0.355
H 5.909 -9.251 -2.172 0.277
C -6.436 2.282 -1.825 -1.674
C -5.383 1.175 -2.211 0.839
C -5.419 0.874 -3.730 -0.914
O -4.818 1.781 -4.628 -0.208
C -5.187 1.403 -5.982 -0.773
N -4.098 1.672 -1.722 0.554
H -7.476 1.998 -1.989 0.526
H -6.373 3.170 -2.454 0.343
H -6.335 2.567 -0.778 0.152
H -5.835 0.339 -1.678 0.210
H -6.462 0.731 -4.013 0.628
H -5.005 -0.120 -3.897 0.174
H -4.753 0.423 -6.180 0.183
H -4.845 2.228 -6.606 0.251
H -6.256 1.459 -6.191 0.372
H -4.088 1.996 -0.765 -0.248
H -3.415 0.929 -1.683 -0.436